DFT (ωB97M-V with the def2-TZVPD basis set) results for a structure of composition C37H32N8OOsPS3.

Geometry as XYZ:
```
83
Properties=species:S:1:pos:R:3
Os 1.82 0.41 -0.43
N 0.75 4.53 -0.31
C 0.91 3.23 -0.10
S 1.42 2.26 -1.53
N 0.67 2.70 1.06
N 0.89 1.35 1.11
C 0.59 0.70 2.20
C 0.10 1.32 3.44
C 0.66 0.92 4.66
C 0.23 1.47 5.85
C -0.78 2.43 5.84
C -1.34 2.84 4.64
C -0.89 2.30 3.44
C 0.85 -0.76 2.09
C 0.41 -1.69 3.03
C 0.67 -3.04 2.82
C 1.35 -3.43 1.68
C 1.75 -2.46 0.78
N 1.52 -1.17 0.98
H 0.95 4.95 -1.20
H 0.49 5.14 0.46
H 1.45 0.17 4.68
H 0.68 1.16 6.78
H -1.12 2.86 6.77
H -2.11 3.60 4.64
H -1.30 2.67 2.51
H -0.16 -1.36 3.88
H 0.33 -3.77 3.54
H 1.58 -4.47 1.49
H 2.29 -2.72 -0.13
N 3.55 1.12 2.56
C 4.24 1.04 1.43
N 3.73 0.61 0.27
C 4.71 0.61 -0.75
C 5.90 1.09 -0.36
S 5.89 1.51 1.32
C 4.29 0.08 -2.04
C 5.00 -0.08 -3.16
S 4.03 -0.79 -4.39
C 2.68 -0.84 -3.32
N 2.95 -0.35 -2.11
N 1.50 -1.31 -3.71
H 4.02 1.41 3.41
H 2.72 0.57 2.69
H 6.79 1.21 -0.96
H 6.04 0.16 -3.34
H 1.40 -1.75 -4.61
H 0.77 -1.42 -3.03
O 0.19 -0.57 -1.17
P -1.37 -0.60 -1.33
C -2.27 -1.04 0.15
C -2.36 -0.15 1.22
C -3.10 -0.48 2.35
C -3.76 -1.70 2.40
C -3.69 -2.58 1.34
C -2.95 -2.26 0.21
C -1.70 -1.89 -2.52
C -1.12 -3.16 -2.34
C -1.43 -4.19 -3.21
C -2.33 -3.97 -4.25
C -2.92 -2.72 -4.42
C -2.61 -1.68 -3.55
C -1.91 0.97 -1.99
C -2.93 1.73 -1.41
C -3.31 2.93 -1.99
C -2.69 3.37 -3.15
C -1.69 2.61 -3.74
C -1.30 1.41 -3.17
H -1.88 0.82 1.16
H -3.18 0.22 3.17
H -4.35 -1.95 3.28
H -4.22 -3.53 1.38
H -2.91 -2.95 -0.61
H -0.44 -3.34 -1.51
H -0.99 -5.16 -3.08
H -2.58 -4.77 -4.93
H -3.63 -2.56 -5.22
H -3.08 -0.72 -3.68
H -3.45 1.37 -0.53
H -4.11 3.51 -1.55
H -3.01 4.29 -3.61
H -1.23 2.94 -4.66
H -0.53 0.81 -3.64
```

E_LUMO (alpha / beta), Ha: -0.381 / -0.381
Net charge: +3
Relative energy (zero: lowest compared OMol25 entry of this formula, charge and spin), kcal per mole: 0.00
Total energy, a.u.: -3568.32465

***

DFT (ωB97M-V with the def2-TZVPD basis set) results for a structure of composition C33H57CrN3O5Si in a non-equilibrium geometry.

Geometry as XYZ:
```
100
Properties=species:S:1:pos:R:3
O -0.34 -2.46 -1.84
O 4.98 -1.40 -3.22
C -0.28 -3.84 -2.32
C -1.14 -4.15 -3.52
H -0.66 -4.40 -1.46
H 0.78 -4.16 -2.56
H -2.16 -3.79 -3.41
H -1.19 -5.24 -3.65
H -0.72 -3.73 -4.44
C 0.06 -1.42 -2.72
C 1.19 -1.70 -3.70
H 0.37 -0.61 -2.01
H -0.82 -1.09 -3.31
H 2.16 -1.86 -3.22
H 1.35 -0.81 -4.33
H 0.97 -2.55 -4.36
C 5.84 -0.33 -2.80
C 5.35 -2.71 -2.78
C 5.26 0.95 -3.37
H 6.87 -0.51 -3.16
H 5.92 -0.28 -1.70
H 5.36 0.89 -4.46
H 5.83 1.80 -3.01
H 4.20 1.12 -3.14
C 6.27 -3.33 -3.79
H 4.42 -3.29 -2.71
H 5.80 -2.68 -1.78
H 5.83 -3.18 -4.78
H 6.41 -4.39 -3.59
H 7.21 -2.80 -3.76
H 3.22 1.92 0.18
N -1.80 -1.30 1.24
C -2.11 -1.25 2.52
C -1.23 -0.57 3.38
C -0.29 0.39 2.98
C -3.38 -1.94 2.94
H -3.32 -3.02 2.75
H -4.24 -1.56 2.35
H -3.63 -1.79 3.99
C 0.32 1.08 4.17
H -0.20 2.02 4.43
H 1.38 1.31 4.08
H 0.22 0.38 5.00
N 0.02 0.79 1.73
C -2.51 -1.90 0.15
C -2.45 -3.30 -0.04
C -1.42 -4.10 0.70
C -3.32 -3.86 -0.97
H -3.32 -4.94 -1.13
C -4.18 -3.06 -1.73
H -4.87 -3.52 -2.43
C -4.12 -1.67 -1.63
H -4.74 -1.05 -2.28
C -3.21 -1.07 -0.77
C -2.93 0.41 -0.89
C 0.43 2.17 1.63
C 1.77 2.62 1.77
C 2.88 1.87 2.43
C 2.11 3.92 1.37
H 3.17 4.22 1.44
C 1.10 4.83 1.03
H 1.39 5.85 0.71
C -0.23 4.46 1.17
H -1.04 5.18 1.01
C -0.57 3.16 1.55
C -1.97 2.83 1.91
Cr -0.55 -0.54 0.04
H -0.40 -3.65 0.59
H -1.36 -5.14 0.34
H -1.64 -4.12 1.78
H -3.18 0.97 0.03
H -3.58 0.84 -1.67
H -1.89 0.67 -1.22
H 3.86 2.02 1.94
H 2.69 0.80 2.44
H 3.02 2.21 3.46
H -2.28 1.95 1.35
H -2.64 3.64 1.65
H -2.08 2.59 2.98
H -1.28 -0.77 4.44
C 4.04 0.43 -0.33
Si 3.58 -1.21 0.72
H 4.07 -0.01 -1.32
H 5.00 0.93 -0.12
C 2.90 -2.70 -0.24
C 2.38 -1.42 2.18
C 5.32 -1.14 1.35
H 6.08 -1.08 0.55
H 5.44 -2.05 1.95
H 5.39 -0.24 1.99
H 1.93 -2.51 -0.73
H 2.68 -3.45 0.54
H 3.57 -3.19 -0.96
H 1.33 -1.38 1.84
H 2.48 -0.73 3.02
H 2.56 -2.42 2.60
O -4.08 3.70 -0.24
N -3.48 4.25 -1.17
O -2.26 4.17 -1.38
O 2.83 1.19 -0.35
```

⟨S²⟩: 6.034
E_LUMO (alpha / beta), Ha: -0.032 / -0.013
Net charge: 0
Relative energy (zero: lowest compared OMol25 entry of this formula, charge and spin), kcal per mole: 12.73
2S+1: 5
Total energy, a.u.: -3165.77388

***

DFT (ωB97M-V with the def2-TZVPD basis set) results for a structure of composition C24H20Cl2MnN6O2S.

Geometry as XYZ:
```
56
Properties=species:S:1:pos:R:3
Mn 0.66 0.65 -0.37
N -1.33 -2.84 -2.54
C -0.81 -1.93 -1.68
S 0.83 -1.52 -1.87
N -1.69 -1.54 -0.75
N -1.27 -0.51 0.00
C -1.88 -0.24 1.10
C -2.99 -1.06 1.66
C -4.15 -1.28 0.94
C -5.17 -2.04 1.49
C -5.03 -2.60 2.75
C -3.87 -2.39 3.47
C -2.85 -1.62 2.93
C -1.48 1.01 1.79
C -2.22 1.53 2.85
C -1.85 2.75 3.40
C -0.75 3.42 2.88
C -0.07 2.84 1.83
N -0.42 1.68 1.30
H -0.81 -3.06 -3.37
H -2.33 -2.95 -2.55
H -4.25 -0.86 -0.05
H -6.08 -2.21 0.92
H -5.83 -3.20 3.17
H -3.75 -2.83 4.46
H -1.94 -1.45 3.50
H -3.09 1.01 3.23
H -2.42 3.17 4.22
H -0.43 4.38 3.28
H 0.80 3.31 1.38
Cl 3.73 3.90 -6.30
C 2.73 3.21 -5.06
C 1.46 2.71 -5.42
C 0.64 2.17 -4.48
Cl -0.91 1.55 -4.93
C 1.01 2.07 -3.08
O 0.21 1.56 -2.26
C 2.31 2.59 -2.77
C 2.80 2.61 -1.43
O 2.27 2.15 -0.41
C 3.14 3.16 -3.76
H 1.15 2.75 -6.46
H 3.78 3.10 -1.31
H 4.11 3.56 -3.48
C 4.57 -3.02 0.52
N 3.42 -2.25 0.94
C 2.35 -2.71 1.66
C 1.45 -1.69 1.70
N 1.95 -0.62 1.00
C 3.13 -0.99 0.56
H 4.80 -3.77 1.28
H 5.43 -2.37 0.40
H 4.37 -3.52 -0.43
H 2.33 -3.71 2.07
H 0.48 -1.68 2.15
H 3.79 -0.40 -0.05
```

⟨S²⟩: 8.754
E_LUMO (alpha / beta), Ha: -0.003 / -0.006
Net charge: 0
Relative energy (zero: lowest compared OMol25 entry of this formula, charge and spin), kcal per mole: 12.69
2S+1: 6
Total energy, a.u.: -3875.26660

***

DFT (ωB97M-V with the def2-TZVPD basis set) results for a structure of composition C2H4N2 in a non-equilibrium geometry.

Geometry as XYZ:
```
8
Properties=species:S:1:pos:R:3
C -0.69 0.45 -0.34
C 0.98 -0.22 0.53
N -1.19 -0.33 -1.41
N -1.77 -0.55 -0.34
H -0.91 1.41 -0.02
H 0.65 -1.18 0.88
H 1.43 0.54 1.09
H 1.50 -0.11 -0.39
```

E_LUMO, Ha: 0.020
Net charge: 0
Relative energy (zero: lowest compared OMol25 entry of this formula, charge and spin), kcal per mole: 99.77
Total energy, a.u.: -187.95932

***

DFT (ωB97M-V with the def2-TZVPD basis set) results for an isolated molecule of C4H10F2SSi in a non-equilibrium geometry.

Geometry as XYZ:
```
18
Properties=species:S:1:pos:R:3
C -0.18 0.55 1.67
Si 0.15 -0.32 0.01
C -0.12 0.74 -1.54
C -0.67 -2.03 -0.12
C 2.07 -0.66 0.03
F 2.58 -1.28 -1.04
F 2.55 -1.29 1.10
S 3.04 1.31 0.04
H 0.68 0.48 2.32
H -0.38 1.61 1.52
H -1.03 0.13 2.19
H 0.43 0.33 -2.39
H -1.16 0.80 -1.81
H 0.25 1.75 -1.38
H -0.16 -2.78 0.47
H -1.70 -2.00 0.22
H -0.69 -2.38 -1.15
H 4.24 0.76 -0.17
```

E_LUMO, Ha: 0.025
Net charge: 0
Relative energy (zero: lowest compared OMol25 entry of this formula, charge and spin), kcal per mole: 0.00
Total energy, a.u.: -1045.81903
SMILES: C[Si](C)(C)C(F)(F)S

***

DFT (ωB97M-V with the def2-TZVPD basis set) results for a structure of composition F10H10N5Na4O25S10 in a non-equilibrium geometry.

Geometry as XYZ:
```
64
Properties=species:S:1:pos:R:3
Na -0.80 3.03 3.45
Na -0.13 -2.81 -1.53
Na -2.81 -2.44 0.03
Na 0.99 0.47 3.20
N -1.09 1.31 1.57
S -0.32 0.74 0.14
O 0.06 1.68 -0.83
O -0.63 -0.60 -0.22
F 1.08 0.47 0.83
S -2.55 1.36 0.92
O -3.29 0.16 0.86
O -2.75 2.32 -0.09
F -3.09 2.13 2.25
N 4.46 -2.43 1.87
S 4.14 -2.14 0.28
O 5.37 -2.25 -0.43
O 3.18 -1.16 -0.07
F 3.47 -3.53 -0.12
S 4.79 -0.94 2.37
O 3.65 -0.09 2.57
O 6.02 -0.41 1.93
F 5.19 -1.39 3.87
N -0.75 -3.58 0.85
S -0.15 -3.05 2.23
O 1.23 -2.74 2.29
O -0.78 -3.60 3.38
F -0.80 -1.55 2.15
S -0.13 -5.10 0.88
O -0.89 -6.08 1.56
O 1.27 -5.25 0.83
F -0.52 -5.30 -0.67
N -2.27 -2.41 -2.33
S -3.46 -3.25 -3.00
O -3.12 -3.78 -4.26
O -4.80 -2.86 -2.71
F -3.23 -4.47 -1.95
S -2.63 -0.92 -3.01
O -3.41 -0.13 -2.14
O -2.83 -0.87 -4.41
F -1.20 -0.28 -2.87
N 4.60 3.31 -1.70
S 5.48 2.09 -2.20
O 4.95 1.44 -3.36
O 6.17 1.32 -1.22
F 6.63 3.04 -2.81
S 3.47 2.59 -0.82
O 3.76 2.52 0.57
O 2.75 1.51 -1.41
F 2.41 3.79 -0.91
O -5.45 3.67 0.59
H -5.31 4.07 -0.27
H -5.66 2.75 0.39
O -0.68 4.52 -1.99
H -1.33 4.45 -2.70
H -0.58 3.62 -1.67
O -4.78 1.28 5.24
H -5.01 2.21 5.34
H -4.51 1.19 4.32
O -2.54 5.30 0.36
H -3.11 5.41 1.13
H -2.66 4.38 0.09
O 1.39 -1.19 -2.12
H 1.56 -0.83 -2.99
H 1.99 -0.69 -1.54
```

E_LUMO, Ha: -0.080
Net charge: -1
Total energy, a.u.: -7790.69585

***

DFT (ωB97M-V with the def2-TZVPD basis set) results for an isolated molecule of C6H14 in a non-equilibrium geometry.

Geometry as XYZ:
```
20
Properties=species:S:1:pos:R:3
C -2.11 1.47 -0.83
C -1.61 0.05 -0.50
C -0.17 -0.28 -0.95
C 0.82 0.54 -0.08
C 1.27 -0.17 1.19
C 1.89 -1.57 1.01
H -2.86 1.65 -1.58
H -2.48 1.85 0.12
H -1.24 2.10 -1.05
H -1.61 -0.22 0.56
H -2.32 -0.69 -0.89
H -0.04 -1.36 -0.90
H -0.01 0.05 -1.98
H 0.43 1.53 0.12
H 1.70 0.80 -0.68
H 1.95 0.34 1.87
H 0.36 -0.33 1.79
H 2.56 -1.68 0.14
H 1.11 -2.28 0.71
H 2.37 -1.80 1.95
```

E_LUMO, Ha: 0.045
Net charge: 0
Relative energy (zero: lowest compared OMol25 entry of this formula, charge and spin), kcal per mole: 18.19
Total energy, a.u.: -236.98242
SMILES: CCCCCC

***

DFT (ωB97M-V with the def2-TZVPD basis set) results for a structure of composition C6H8ClFeO7 in a non-equilibrium geometry.

Geometry as XYZ:
```
23
Properties=species:S:1:pos:R:3
Fe -0.10 3.25 0.18
Cl -1.91 5.99 2.58
C 0.51 -3.69 -0.71
C 0.22 -2.38 -0.19
C -0.80 -2.34 1.04
O -0.92 -1.21 1.54
C -1.40 -3.59 1.54
C -1.11 -4.80 0.93
C -0.11 -4.87 -0.21
O 0.32 -6.00 -0.77
O -1.53 -5.89 1.54
O 0.75 -1.25 -0.56
H 1.24 -3.60 -1.50
H -2.03 -3.58 2.41
O -3.04 2.51 -2.12
H -3.13 2.32 -3.06
H -3.94 2.65 -1.82
O 3.39 3.13 2.34
H 3.98 3.74 2.78
H 3.84 2.28 2.39
O 1.75 5.49 -2.57
H 1.71 5.62 -3.52
H 2.29 6.21 -2.25
```

⟨S²⟩: 6.052
E_LUMO (alpha / beta), Ha: -0.001 / -0.002
Net charge: -1
Relative energy (zero: lowest compared OMol25 entry of this formula, charge and spin), kcal per mole: 212.71
2S+1: 5
Total energy, a.u.: -2483.83794

***

DFT (ωB97M-V with the def2-TZVPD basis set) results for a cluster of 2 separate species, C4H10O2 in total in a non-equilibrium geometry.

Geometry as XYZ:
```
16
Properties=species:S:1:pos:R:3
C 0.00 -2.61 1.41
C 0.52 -1.34 0.74
C -0.48 -0.60 -0.21
C 0.16 0.41 -1.17
O -1.69 -0.86 -0.25
H 0.78 -2.76 2.17
H -0.03 -3.50 0.75
H -0.98 -2.52 1.92
H 0.65 -0.60 1.55
H 1.48 -1.44 0.21
H 1.03 0.93 -0.75
H -0.62 1.15 -1.41
H 0.46 -0.10 -2.11
O -0.09 4.51 -0.75
H -0.59 5.35 -0.70
H -0.59 3.97 -1.41
```

E_LUMO, Ha: 0.028
Net charge: 0
Relative energy (zero: lowest compared OMol25 entry of this formula, charge and spin), kcal per mole: 16.80
Total energy, a.u.: -308.87139
SMILES: CCC(C)=O.O

***

DFT (ωB97M-V with the def2-TZVPD basis set) results for a structure of composition C3H4O4Sn in a non-equilibrium geometry.

Geometry as XYZ:
```
12
Properties=species:S:1:pos:R:3
O -1.91 2.59 -2.20
C -1.24 1.61 -2.00
O -0.64 0.78 -2.76
O -0.93 1.18 -0.64
C 0.66 -0.89 2.03
C 1.36 -1.54 0.98
O 1.06 -1.41 -0.22
H -1.48 1.60 0.03
H -0.40 -0.65 1.91
H 1.10 -0.86 3.03
H 2.29 -2.08 1.23
Sn 0.12 -0.34 -1.39
```

⟨S²⟩: 0.757
E_LUMO (alpha / beta), Ha: -0.232 / -0.280
Net charge: +1
Relative energy (zero: lowest compared OMol25 entry of this formula, charge and spin), kcal per mole: 44.11
2S+1: 2
Total energy, a.u.: -631.55426

***

DFT (ωB97M-V with the def2-TZVPD basis set) results for an isolated molecule of C7H8N2O2S in a non-equilibrium geometry.

Geometry as XYZ:
```
20
Properties=species:S:1:pos:R:3
C 3.30 -0.55 -0.03
C 2.74 0.64 0.54
C 1.43 0.89 0.36
S 0.21 2.11 0.43
C 0.29 0.34 -0.37
O 0.29 0.48 -1.73
N -0.49 -0.63 0.20
C -1.87 -0.46 0.19
C -2.64 0.58 -0.24
O -3.90 0.20 -0.02
C -3.88 -1.05 0.59
N -2.64 -1.45 0.73
H 3.99 -1.17 0.52
H 3.74 -0.37 -1.05
H 2.43 -1.26 -0.33
H 3.39 1.31 0.97
H 0.84 1.16 -1.97
H -0.14 -0.78 1.06
H -2.42 1.59 -0.73
H -4.68 -1.56 0.87
```

E_LUMO, Ha: 0.026
Net charge: 0
Relative energy (zero: lowest compared OMol25 entry of this formula, charge and spin), kcal per mole: 84.92
Total energy, a.u.: -929.61448
SMILES: C/C=C1/S[C@]1(O)Nc1cocn1

***

DFT (ωB97M-V with the def2-TZVPD basis set) results for a structure of composition C6H10O2 in a non-equilibrium geometry.

Geometry as XYZ:
```
18
Properties=species:S:1:pos:R:3
C -1.57 1.24 0.31
C -0.82 -0.05 0.12
C -1.78 -1.11 -0.36
C 0.63 0.03 0.81
C 2.56 -0.06 -0.12
C 0.53 0.07 -0.83
H -1.96 1.14 -0.81
H -1.01 2.24 0.24
H -2.13 1.28 1.20
H -2.12 -1.51 0.84
H -1.24 -2.11 -1.22
H -2.76 -0.64 -0.85
H 0.70 0.76 1.73
H 3.03 -1.01 -0.36
H 3.39 0.57 0.37
H 1.02 -0.98 -1.12
O 1.74 -0.65 0.95
O 1.80 0.76 -0.91
```

E_LUMO, Ha: 0.025
Net charge: 0
Relative energy (zero: lowest compared OMol25 entry of this formula, charge and spin), kcal per mole: 230.87
Total energy, a.u.: -384.73448

***

DFT (ωB97M-V with the def2-TZVPD basis set) results for a cluster of 2 separate species, C5H9NO in total in a non-equilibrium geometry.

Geometry as XYZ:
```
16
Properties=species:S:1:pos:R:3
C -1.31 -0.08 1.21
C -1.33 0.11 -0.28
C -0.28 0.88 -0.99
N -1.61 1.46 -0.76
H -0.80 0.76 1.70
H -2.32 -0.15 1.61
H -0.78 -1.01 1.47
H -1.78 -0.71 -0.84
H -0.01 0.58 -2.00
H 0.52 1.34 -0.42
H -2.16 1.44 -1.61
C 2.74 -0.61 0.06
C 1.77 -1.49 0.04
O 0.91 -2.28 0.03
H 2.69 0.27 -0.57
H 3.59 -0.79 0.70
```

E_LUMO, Ha: 0.033
Net charge: 0
Relative energy (zero: lowest compared OMol25 entry of this formula, charge and spin), kcal per mole: 66.23
Total energy, a.u.: -325.83201
SMILES: C[C@@H]1CN1.C=C=O